(1)
A cluster of 2 separate species, CN2O2S in total, computed with ωB97M-V/def2-TZVPD.

The LUMO energy comes out at -0.0034 Ha. The relative energy (zero: lowest compared OMol25 entry of this formula, charge and spin) comes out at 95.0 kJ/mol. The HOMO-LUMO gap comes out at 10.3 eV. The maximum force comes out at 4.48 eV/Å. As for the electronic energy: -18946.2350 eV. The charge is 0. As for the spin multiplicity: 1. For the HOMO energy, the calculation gives -10.4 eV.

The geometry in XYZ format:
```
6
Properties=species:S:1:pos:R:3:forces:R:3
C -0.5539 0.9075 0.0128 -0.11 3.05 -0.64
N 0.5227 -0.5067 1.0024 0.53 -0.73 2.26
N 1.1437 -1.1852 0.3799 -1.39 1.73 1.85
O -0.1805 1.8883 0.5066 0.02 0.16 0.64
O -0.9832 0.1149 -0.6917 -1.46 -1.57 -1.43
S 1.9482 -2.0283 -0.5392 2.41 -2.65 -2.68
```
Forces are in eV/Å.

(2)
A cluster of 2 separate species, CN2O3S in total, computed with ωB97M-V/def2-TZVPD.

The LUMO energy (spin up / spin down) comes out at -0.0582 / -0.0806 Ha. The relative energy (zero: lowest compared OMol25 entry of this formula, charge and spin) comes out at 389.4 kJ/mol. The HOMO-LUMO gap (spin up / spin down) comes out at 7.4 / 6.5 eV. The maximum force comes out at 2.70 eV/Å. As for the electronic energy: -20986.4482 eV. The charge is 0. As for the spin multiplicity: 1. For the HOMO energy (spin up / spin down), the calculation gives -8.9 / -8.7 eV.

The geometry in XYZ format:
```
7
Properties=species:S:1:pos:R:3:forces:R:3
C 1.2840 -0.1162 0.1160 1.60 1.35 -0.29
N -0.9332 1.3867 -0.7568 -0.57 -0.09 1.50
N 0.3023 -0.9782 0.2406 -2.53 0.45 0.82
O -1.4132 1.3045 0.2823 0.15 0.90 -1.89
O 0.2037 -1.9051 -0.5623 0.35 -0.45 -0.17
O -0.5979 -0.6451 1.0914 1.98 -1.17 -0.31
S 2.4465 0.8887 -0.0989 -0.99 -0.99 0.33
```
Forces are in eV/Å.

(3)
A cluster of 2 separate species, CN2O4S in total, computed with ωB97M-V/def2-TZVPD.

The LUMO energy (spin up / spin down) comes out at -0.1146 / -0.1055 Ha. The relative energy (zero: lowest compared OMol25 entry of this formula, charge and spin) comes out at 277.6 kJ/mol. The HOMO-LUMO gap (spin up / spin down) comes out at 8.2 / 8.2 eV. The maximum force comes out at 4.08 eV/Å. As for the electronic energy: -23035.5853 eV. The charge is 0. As for the spin multiplicity: 1. For the HOMO energy (spin up / spin down), the calculation gives -11.3 / -11.0 eV.

The geometry in XYZ format:
```
8
Properties=species:S:1:pos:R:3:forces:R:3
C -1.5636 0.9870 -0.1609 1.67 -3.68 0.53
N -1.9730 2.0382 -0.2698 -0.78 1.94 -0.23
N 1.6493 0.0523 0.0896 -0.68 0.74 0.66
O 2.0414 1.0029 0.6844 -0.68 -0.32 -0.02
O 2.1640 -0.7152 -0.6217 0.21 -0.76 -0.57
O -0.5581 -1.3942 -1.1014 -0.15 0.33 -0.93
O -1.1233 -1.3180 1.2758 0.05 0.98 0.07
S -0.6367 -0.6529 0.1041 0.36 0.77 0.49
```
Forces are in eV/Å.

(4)
The ion CN3O3 with charge -1, computed with ωB97M-V/def2-TZVPD.

The LUMO energy comes out at 0.1447 Ha. The relative energy (zero: lowest compared OMol25 entry of this formula, charge and spin) comes out at 0.0 kJ/mol. The HOMO-LUMO gap comes out at 6.7 eV. The maximum force comes out at 3.38 eV/Å. As for the electronic energy: -11646.0290 eV. The charge is -1. As for the spin multiplicity: 1. For the HOMO energy, the calculation gives -2.8 eV.

The geometry in XYZ format:
```
7
Properties=species:S:1:pos:R:3:forces:R:3
C 1.4273 0.3364 -0.0777 -1.23 -0.66 1.10
N 0.2954 0.7303 -0.0145 0.03 0.04 -0.33
N -1.2879 -1.0554 -0.0725 1.84 2.78 0.60
N -1.0098 0.2507 0.0077 0.03 -1.09 -0.48
O -1.7991 1.2100 0.0703 -2.48 0.97 0.00
O -0.1997 -1.6895 0.0039 0.38 -1.72 -0.36
O 2.5737 0.2175 0.0827 1.44 -0.33 -0.53
```
Forces are in eV/Å.

(5)
A cluster of 2 separate species, CN5O2 in total, computed with ωB97M-V/def2-TZVPD.

The LUMO energy (spin up / spin down) comes out at 0.0432 / 0.0295 Ha. The relative energy (zero: lowest compared OMol25 entry of this formula, charge and spin) comes out at 650.0 kJ/mol. The HOMO-LUMO gap (spin up / spin down) comes out at 4.2 / 3.4 eV. The maximum force comes out at 5.56 eV/Å. As for the electronic energy: -12576.7668 eV. The charge is -1. As for the spin multiplicity: 1. For the HOMO energy (spin up / spin down), the calculation gives -3.0 / -2.6 eV.

The geometry in XYZ format:
```
8
Properties=species:S:1:pos:R:3:forces:R:3
C -0.6963 -0.2279 0.8134 -1.08 0.94 -2.47
N 0.6396 0.6688 -2.4050 -0.36 0.32 -0.36
N 1.0806 1.4357 -1.6478 0.53 0.49 1.08
N -1.4255 0.0854 -0.0075 -0.35 0.29 -0.62
N 0.1617 -0.0349 -3.1922 -0.24 -0.90 -0.59
N -0.0122 -0.6351 1.8651 2.39 -4.20 2.75
O -0.3856 -0.1711 2.9365 0.75 0.09 -0.13
O 0.7658 -1.6456 1.7147 -1.64 2.97 0.33
```
Forces are in eV/Å.

(6)
A structure of composition CO3S, computed with ωB97M-V/def2-TZVPD.

The LUMO energy comes out at -0.0264 Ha. The relative energy (zero: lowest compared OMol25 entry of this formula, charge and spin) comes out at 173.7 kJ/mol. The HOMO-LUMO gap comes out at 10.0 eV. The maximum force comes out at 2.99 eV/Å. As for the electronic energy: -18011.8341 eV. The charge is 0. As for the spin multiplicity: 1. For the HOMO energy, the calculation gives -10.7 eV.

The geometry in XYZ format:
```
5
Properties=species:S:1:pos:R:3:forces:R:3
C -0.8514 -0.2185 0.4405 -2.75 -1.17 -0.01
O -1.8808 -0.2793 -0.0487 0.56 -0.13 0.66
O 1.5670 -0.8646 -0.3978 0.23 0.10 0.19
O 0.1515 1.1678 -0.3889 1.85 0.22 0.27
S 1.0137 0.1946 0.3949 0.11 0.98 -1.11
```
Forces are in eV/Å.

(7)
A cluster of 2 separate species, CO3S3 in total, computed with ωB97M-V/def2-TZVPD.

The LUMO energy comes out at -0.0348 Ha. The relative energy (zero: lowest compared OMol25 entry of this formula, charge and spin) comes out at 2.3 kJ/mol. The HOMO-LUMO gap comes out at 9.6 eV. The maximum force comes out at 2.78 eV/Å. As for the electronic energy: -39684.0943 eV. The charge is 0. As for the spin multiplicity: 1. For the HOMO energy, the calculation gives -10.5 eV.

The geometry in XYZ format:
```
7
Properties=species:S:1:pos:R:3:forces:R:3
C 1.8992 -0.1720 -0.1554 0.81 -0.56 1.41
O -1.2415 1.3667 -0.7773 -0.11 1.50 -1.17
O -0.8754 0.3007 1.3886 -0.62 -0.28 -1.34
O 1.0375 -0.0925 -0.9026 -0.55 0.17 -1.19
S 2.9716 -0.3863 0.9557 0.10 0.21 -0.25
S -2.3720 -1.2668 -0.5546 0.39 0.57 0.27
S -1.4194 0.2501 0.0457 -0.02 -1.61 2.27
```
Forces are in eV/Å.

(8)
The molecule CO3S3, computed with ωB97M-V/def2-TZVPD.

The LUMO energy comes out at -0.0675 Ha. The relative energy (zero: lowest compared OMol25 entry of this formula, charge and spin) comes out at 178.9 kJ/mol. The HOMO-LUMO gap comes out at 8.1 eV. The maximum force comes out at 2.53 eV/Å. As for the electronic energy: -39682.2640 eV. The charge is 0. As for the spin multiplicity: 1. For the HOMO energy, the calculation gives -10.0 eV.

The geometry in XYZ format:
```
7
Properties=species:S:1:pos:R:3:forces:R:3
C -0.9403 0.6766 -0.5932 0.09 -0.22 0.15
O 0.9307 -1.7459 -0.0794 -0.28 -2.41 -0.71
O 0.9745 -0.5151 2.0140 0.07 0.68 1.25
O -1.1672 -0.0304 0.4135 2.04 -0.57 0.44
S -1.7638 1.2914 -1.7512 -0.71 0.88 -1.16
S 1.1867 0.8831 -0.6350 -0.57 0.91 0.45
S 0.7795 -0.5598 0.6314 -0.64 0.73 -0.43
```
Forces are in eV/Å.

(9)
A cluster of 2 separate species, CO4S in total, computed with ωB97M-V/def2-TZVPD.

The LUMO energy comes out at -0.0464 Ha. The relative energy (zero: lowest compared OMol25 entry of this formula, charge and spin) comes out at 16.5 kJ/mol. The HOMO-LUMO gap comes out at 10.8 eV. The maximum force comes out at 4.29 eV/Å. As for the electronic energy: -20062.3300 eV. The charge is 0. As for the spin multiplicity: 1. For the HOMO energy, the calculation gives -12.1 eV.

The geometry in XYZ format:
```
6
Properties=species:S:1:pos:R:3:forces:R:3
C 2.6142 0.3522 -0.0409 1.97 -0.08 0.42
O 3.6436 -0.0610 0.2273 1.93 -1.42 0.58
O -2.9053 -1.6162 0.0176 -0.41 0.87 0.17
O 1.6624 0.8866 -0.3073 -3.89 1.50 -1.01
O -1.9281 0.6300 -0.0629 -0.70 -0.13 0.17
S -3.0868 -0.1917 0.1662 1.11 -0.74 -0.34
```
Forces are in eV/Å.

(10)
The ion CO5S with charge -2, computed with ωB97M-V/def2-TZVPD.

The LUMO energy comes out at 0.2480 Ha. The relative energy (zero: lowest compared OMol25 entry of this formula, charge and spin) comes out at 2.0 kJ/mol. The HOMO-LUMO gap comes out at 6.5 eV. The maximum force comes out at 1.96 eV/Å. As for the electronic energy: -22109.4497 eV. The charge is -2. As for the spin multiplicity: 1. For the HOMO energy, the calculation gives 0.2 eV.

The geometry in XYZ format:
```
7
Properties=species:S:1:pos:R:3:forces:R:3
C 0.8721 0.4735 -1.0136 -1.21 0.02 -0.89
O 0.9283 0.9023 -2.1923 -0.85 -0.01 0.29
O -1.4108 -1.8076 0.9892 0.58 1.80 -0.52
O 1.8057 0.2136 -0.2774 1.38 -0.31 1.18
O -1.1999 0.5282 1.8725 -0.18 -0.55 -0.19
O -0.4701 0.2518 -0.4761 0.48 -0.53 -0.30
S -0.5252 -0.5618 1.0977 -0.19 -0.42 0.42
```
Forces are in eV/Å.